Record 1
ORCA calculation (ωB97M-V/def2-TZVPD) on a 5-piece molecular cluster, C20H7Cl16F5O4S overall.

Results
SMILES: O=C1c2ccccc2C(=O)c2cc(S(=O)(=O)C(F)(F)C(F)(F)F)ccc21.ClC(Cl)(Cl)Cl.ClC(Cl)(Cl)Cl.ClC(Cl)(Cl)Cl.ClC(Cl)(Cl)Cl
E: -9327.82142 Ha

Each line ends with the natural charge from an NBO analysis.
Geometry (Å):
1 O -0.6229 -3.8014 -0.7114  -0.4880
2 C -0.3037 -2.6392 -0.6222  0.5283
3 C -1.2492 -1.5567 -0.2326  -0.0532
4 C -2.2263 -1.7406 0.7363  -0.1836
5 C -3.0925 -0.6944 1.0147  -0.1773
6 C -3.0081 0.5136 0.3442  -0.1867
7 C -2.0184 0.7202 -0.6044  -0.1833
8 C -1.1407 -0.3228 -0.8764  -0.1442
9 C -0.0379 -0.1554 -1.8680  0.5414
10 O -0.1441 0.4998 -2.8765  -0.4929
11 C 1.2153 -0.9079 -1.5286  -0.0475
12 C 2.4640 -0.3691 -1.8046  -0.1459
13 C 3.5762 -1.1421 -1.4860  -0.3435
14 S 5.1593 -0.4550 -1.8338  2.1099
15 O 5.8047 -1.1285 -2.9200  -0.8846
16 O 4.9998 0.9648 -1.9813  -0.9135
17 C 6.2752 -0.6577 -0.3408  0.3790
18 F 7.2123 0.2886 -0.5016  -0.2879
19 F 6.8746 -1.8554 -0.3940  -0.2960
20 C 5.6627 -0.4475 1.0637  0.9184
21 F 4.7567 -1.3818 1.3518  -0.3065
22 F 6.6541 -0.5464 1.9549  -0.3003
23 F 5.1179 0.7517 1.1724  -0.2898
24 C 3.4501 -2.4139 -0.9380  -0.1602
25 C 2.2033 -2.9349 -0.6516  -0.1640
26 C 1.0807 -2.1641 -0.9355  -0.0919
27 H -2.3042 -2.6825 1.2613  0.2359
28 H -3.8777 -0.8111 1.7518  0.2043
29 H -3.6947 1.3243 0.5472  0.2298
30 H -1.9243 1.6499 -1.1483  0.2458
31 H 2.5510 0.6122 -2.2488  0.2696
32 H 4.3453 -2.9810 -0.7175  0.2372
33 H 2.0965 -3.9205 -0.2218  0.2437
34 Cl -3.9255 -1.9658 -6.3632  0.0525
35 C -2.4973 -1.0486 -5.8691  -0.2252
36 Cl -2.4779 -0.8756 -4.1148  0.0610
37 Cl -1.0416 -1.9032 -6.3889  0.0560
38 Cl -2.5393 0.5507 -6.6155  0.0575
39 Cl 0.9144 4.3223 2.0395  0.0527
40 C 1.4302 2.7244 1.4923  -0.2254
41 Cl 2.8068 2.8861 0.4023  0.0680
42 Cl 1.8733 1.7362 2.8857  0.0556
43 Cl 0.0971 1.9489 0.6160  0.0474
44 Cl -2.5056 4.4582 2.5109  0.0576
45 C -4.2659 4.5370 2.6161  -0.2280
46 Cl -4.9236 2.9008 2.7472  0.0470
47 Cl -4.7302 5.4643 4.0446  0.0585
48 Cl -4.9091 5.3169 1.1690  0.0576
49 Cl -4.7995 0.4772 6.3092  0.0655
50 C -5.8366 -0.1328 5.0214  -0.2226
51 Cl -7.1171 1.0325 4.6857  0.0636
52 Cl -4.8612 -0.3717 3.5536  0.0334
53 Cl -6.5462 -1.6731 5.5035  0.0648

Forces on atoms 1 to 3 (eV/Å):
O 0.1040 0.0799 0.3388
C -0.0292 -0.1955 -0.0952
C -0.1152 0.2244 0.1588

***

Record 2
ORCA calculation (ωB97M-V/def2-TZVPD) on an isolated ion of composition C5H12NO and charge +1.

Results
net charge: +1
SMILES: CCC[C@@H]([NH3+])C=O
E: -327.38351 Ha

Each line ends with the natural charge from an NBO analysis.
Geometry (Å):
1 C -0.2220 1.8908 1.2009  -0.6429
2 C -1.1586 1.2333 0.2674  -0.4029
3 C -0.7789 -0.2222 -0.0208  -0.4411
4 C 0.5981 -0.5439 -0.3866  -0.2027
5 N 1.0684 -1.7871 0.1858  -0.6604
6 C 0.7041 -0.7161 -1.9042  0.4158
7 O 0.9860 -1.9212 -2.2345  -0.5247
8 H 0.7911 2.1822 0.8046  0.2120
9 H -0.6975 2.8142 1.5290  0.2541
10 H -0.0979 1.3062 2.1507  0.2147
11 H -2.1129 1.1008 0.7451  0.2284
12 H -1.4363 1.6270 -0.7496  0.2224
13 H -1.3260 -0.5434 -0.9066  0.2295
14 H -1.2943 -0.7098 0.9296  0.2454
15 H 1.1771 0.4342 -0.2468  0.2706
16 H 0.6785 -1.8064 1.1701  0.4461
17 H 2.0360 -1.9159 0.3646  0.4537
18 H 0.6351 -2.5863 -0.3179  0.4789
19 H 0.4500 0.1636 -2.5808  0.2034

Forces on atoms 1 to 3 (eV/Å):
C 1.0392 1.3533 0.9752
C -0.6383 -1.2330 -2.1574
C -3.6424 -0.8752 1.6017

***

Record 3
ORCA calculation (ωB97M-V/def2-TZVPD) on C12H10F11IrNO6S3 as an isolated structure.

Results
net charge: +1
E: -3366.52314 Ha

Each line ends with the natural charge from an NBO analysis.
Geometry (Å):
1 Ir -0.8308 -0.0129 0.1344  1.0415
2 F -2.6542 -3.1269 0.0047  -0.3018
3 C -3.7775 -2.5556 0.4213  0.7693
4 F -4.1904 -3.1303 1.5331  -0.2785
5 F -4.6954 -2.6320 -0.5169  -0.2748
6 S -3.4853 -0.7634 0.8082  2.1925
7 O -2.3718 -0.6670 1.7572  -0.9345
8 O -4.7408 -0.1966 1.1167  -0.8166
9 N -2.7825 -0.2640 -0.6050  -1.1291
10 S -2.9563 1.3579 -0.9308  2.1656
11 O -4.1558 2.0147 -0.5860  -0.8020
12 O -1.6824 1.8551 -0.3370  -0.8529
13 C -2.9086 1.3592 -2.8017  0.7946
14 F -2.0158 0.5245 -3.2832  -0.2784
15 F -4.1162 0.9951 -3.1845  -0.2763
16 F -2.6494 2.5960 -3.1678  -0.2748
17 C 0.5738 1.2670 2.4356  -0.2608
18 O 0.8594 0.3892 1.3154  -0.5227
19 C 1.5866 -0.8093 1.6528  -0.1065
20 C 0.5961 -1.9361 1.7716  -0.1094
21 O -0.2039 -1.9306 0.5727  -0.5070
22 C 0.2930 -2.8028 -0.4815  -0.2558
23 H -0.0991 0.7777 3.1410  0.2015
24 H 0.1089 2.1549 2.0168  0.2307
25 H 1.5169 1.5272 2.9120  0.2140
26 H 2.1353 -0.6492 2.5798  0.2293
27 H 2.2904 -0.9768 0.8376  0.2229
28 H -0.0999 -1.7957 2.5995  0.2270
29 H 1.0887 -2.9023 1.8679  0.2315
30 H 0.2701 -3.8193 -0.0942  0.2079
31 H 1.2958 -2.5048 -0.7820  0.2139
32 H -0.3878 -2.6962 -1.3189  0.2268
33 F 5.5775 2.8183 -0.3618  -0.2617
34 C 4.4249 2.2383 -0.6458  0.3127
35 C 3.2425 2.9585 -0.5468  0.2523
36 F 3.2703 4.2268 -0.1561  -0.2707
37 C 2.0442 2.3442 -0.8520  0.3970
38 F 0.9225 3.0543 -0.7250  -0.2987
39 C 1.9749 1.0106 -1.2405  -0.3794
40 S 0.4671 0.2517 -1.7468  0.0043
41 C 3.1751 0.3123 -1.3154  0.3845
42 F 3.1788 -0.9824 -1.6491  -0.3063
43 C 4.3925 0.9087 -1.0333  0.2500
44 F 5.5187 0.2121 -1.1162  -0.2709

Forces on atoms 1 to 3 (eV/Å):
Ir 0.1564 -0.2355 0.2795
F -0.0198 -0.0004 -0.0051
C 0.0403 0.0013 -0.0001

***

- The highest E belongs to which entry?
  C5H12NO

***

- The lowest E belongs to which entry?
  C20H7Cl16F5O4S

***

- What is the formula in the first record?
  C20H7Cl16F5O4S

***

Repeat the third record exactly.
ORCA calculation (ωB97M-V/def2-TZVPD) on C12H10F11IrNO6S3 as an isolated structure.

Results
net charge: +1
E: -3366.52314 Ha

Each line ends with the natural charge from an NBO analysis.
Geometry (Å):
1 Ir -0.8308 -0.0129 0.1344  1.0415
2 F -2.6542 -3.1269 0.0047  -0.3018
3 C -3.7775 -2.5556 0.4213  0.7693
4 F -4.1904 -3.1303 1.5331  -0.2785
5 F -4.6954 -2.6320 -0.5169  -0.2748
6 S -3.4853 -0.7634 0.8082  2.1925
7 O -2.3718 -0.6670 1.7572  -0.9345
8 O -4.7408 -0.1966 1.1167  -0.8166
9 N -2.7825 -0.2640 -0.6050  -1.1291
10 S -2.9563 1.3579 -0.9308  2.1656
11 O -4.1558 2.0147 -0.5860  -0.8020
12 O -1.6824 1.8551 -0.3370  -0.8529
13 C -2.9086 1.3592 -2.8017  0.7946
14 F -2.0158 0.5245 -3.2832  -0.2784
15 F -4.1162 0.9951 -3.1845  -0.2763
16 F -2.6494 2.5960 -3.1678  -0.2748
17 C 0.5738 1.2670 2.4356  -0.2608
18 O 0.8594 0.3892 1.3154  -0.5227
19 C 1.5866 -0.8093 1.6528  -0.1065
20 C 0.5961 -1.9361 1.7716  -0.1094
21 O -0.2039 -1.9306 0.5727  -0.5070
22 C 0.2930 -2.8028 -0.4815  -0.2558
23 H -0.0991 0.7777 3.1410  0.2015
24 H 0.1089 2.1549 2.0168  0.2307
25 H 1.5169 1.5272 2.9120  0.2140
26 H 2.1353 -0.6492 2.5798  0.2293
27 H 2.2904 -0.9768 0.8376  0.2229
28 H -0.0999 -1.7957 2.5995  0.2270
29 H 1.0887 -2.9023 1.8679  0.2315
30 H 0.2701 -3.8193 -0.0942  0.2079
31 H 1.2958 -2.5048 -0.7820  0.2139
32 H -0.3878 -2.6962 -1.3189  0.2268
33 F 5.5775 2.8183 -0.3618  -0.2617
34 C 4.4249 2.2383 -0.6458  0.3127
35 C 3.2425 2.9585 -0.5468  0.2523
36 F 3.2703 4.2268 -0.1561  -0.2707
37 C 2.0442 2.3442 -0.8520  0.3970
38 F 0.9225 3.0543 -0.7250  -0.2987
39 C 1.9749 1.0106 -1.2405  -0.3794
40 S 0.4671 0.2517 -1.7468  0.0043
41 C 3.1751 0.3123 -1.3154  0.3845
42 F 3.1788 -0.9824 -1.6491  -0.3063
43 C 4.3925 0.9087 -1.0333  0.2500
44 F 5.5187 0.2121 -1.1162  -0.2709

Forces on atoms 1 to 3 (eV/Å):
Ir 0.1564 -0.2355 0.2795
F -0.0198 -0.0004 -0.0051
C 0.0403 0.0013 -0.0001